No. 1
Here is a molecular structure, C23H25BrN3O2PSSe2V from OMol25. Energies are from wB97M-V/def2-TZVPD.

```
59
Properties=species:S:1:pos:R:3:forces:R:3
Br 1.5282 1.6656 -2.2385 0.11 0.06 0.03
S 0.1271 1.4965 1.4881 -0.07 0.01 0.06
H 2.2663 5.5858 0.3404 -0.01 0.00 0.02
H -0.9853 4.3111 0.0120 0.01 -0.01 -0.02
Se -2.1190 -0.7777 1.8288 0.02 -0.06 0.00
H 2.6197 4.1925 -0.7096 0.01 -0.03 0.02
C -3.4485 -6.0550 -0.1135 -0.03 0.00 0.03
C -0.3436 2.7816 -4.0207 -0.01 0.04 -0.07
H -2.0908 -6.4195 -1.7364 0.00 0.00 0.00
C -2.7064 2.5986 -3.7498 -0.06 -0.04 0.03
H -3.4025 -3.3610 1.9309 -0.01 0.00 0.00
V -1.4693 0.6953 0.0122 0.17 -0.46 -0.66
H -3.7291 2.7366 -4.0715 0.00 0.00 0.00
O -3.1050 1.1273 -0.4588 -0.14 0.22 0.23
C 0.5445 -2.6696 1.3929 -0.08 0.05 -0.06
C -1.6440 -4.5916 -0.7219 -0.05 0.00 0.01
H 2.9851 0.4484 2.0186 0.00 0.02 0.01
P -1.0406 -2.2797 0.6430 0.08 -0.01 0.03
C 2.9593 0.8246 0.9948 0.02 -0.03 -0.03
H -1.7611 3.5229 -5.4471 0.01 0.00 0.00
H 3.9324 -3.6168 2.9471 0.00 0.00 0.00
H 2.2573 0.2331 0.4143 -0.02 0.01 -0.01
C -2.0167 -3.7388 0.3178 -0.01 0.13 0.08
N 1.0002 3.9004 0.6121 -0.04 -0.07 -0.15
C 1.8335 4.7653 -0.2304 0.04 0.03 -0.03
H -0.8122 -4.3494 -1.3725 0.00 -0.02 -0.01
C 2.7005 -3.7069 1.1950 -0.02 -0.01 -0.04
N -1.2271 1.7485 -2.0459 -0.13 0.33 -0.04
C 1.3360 2.6555 0.9202 -0.05 -0.01 0.04
H 4.3965 3.2935 0.5034 -0.02 0.00 -0.02
H 0.1008 -1.7522 3.2933 0.00 0.00 0.00
H 1.2654 -3.6574 -0.3904 0.02 -0.01 0.00
C 0.8261 -2.2975 2.7041 0.03 -0.04 -0.01
H -4.0114 -6.9626 -0.2848 0.00 0.00 0.00
H 3.3337 4.0945 1.6844 -0.03 0.01 0.01
H -0.7789 3.9696 1.7467 0.01 0.00 0.01
Se -0.6561 -1.1529 -1.2329 -0.03 -0.06 0.22
N 2.6012 2.2463 0.9649 -0.02 0.10 0.10
C -2.3667 -5.7527 -0.9312 0.05 0.01 -0.04
C -0.2012 2.1338 -2.8039 -0.08 -0.30 0.13
C 3.7087 3.1396 1.3343 0.03 0.02 -0.02
H 3.9515 0.7260 0.5564 0.00 0.01 0.01
H 3.4273 -4.2581 0.6140 0.00 0.00 0.00
H 2.2706 -2.3709 4.2824 0.00 0.00 0.00
C -1.6186 3.0233 -4.4983 0.07 0.03 -0.04
O -4.7256 1.5020 -1.9870 -0.14 -0.01 0.19
H -0.2315 5.5078 1.0765 0.01 0.00 -0.01
C 2.0508 -2.6425 3.2588 0.00 0.00 0.00
C 1.4812 -3.3724 0.6322 0.03 0.01 0.06
C -3.1064 -4.0320 1.1348 0.03 -0.06 -0.03
C -0.3335 4.4426 0.8785 -0.03 0.04 0.04
H 4.2525 2.6690 2.1526 -0.01 -0.02 -0.01
C -3.8199 -5.1996 0.9140 0.01 0.01 0.00
H 0.5352 3.0684 -4.5795 0.00 0.00 0.00
H -4.6680 -5.4365 1.5412 0.00 0.00 0.00
C -3.5891 1.5250 -1.6690 0.26 0.09 -0.35
H 1.1945 5.1853 -1.0069 -0.02 0.00 0.01
C 2.9825 -3.3436 2.5073 0.00 0.00 0.02
C -2.4604 1.9807 -2.5471 0.10 0.06 0.27
```
Positions in Å, forces in eV/Å.

Output
Highest occupied orbital energy (spin up / spin down)   -14.46 / -14.48 eV
HOMO-LUMO gap (spin up / spin down)   6.6 / 7.4 eV
2S+1   2
Total charge   +2
Max |F|   0.82 eV/A
E_tot   -10266.204541 a.u.
<S²>   0.781

These are the Mulliken partial charges, in e, on atoms 1 to 8: 0.015 -0.344 0.376 0.322 -0.220 0.452 -0.499 -0.596


No. 2
Here is a molecular structure, C43H52BN14OSTi from OMol25. Energies are from wB97M-V/def2-TZVPD.

```
113
Properties=species:S:1:pos:R:3:forces:R:3
S -3.1004 1.5595 -6.4660 -0.02 0.01 -0.04
H -1.8271 1.4530 4.0884 0.03 0.01 -0.05
H -0.6866 -2.9088 -1.9837 0.04 0.10 -0.07
C -0.4948 1.6289 -2.4861 0.03 -0.05 0.06
H -2.8119 -2.4556 2.5309 -0.01 0.02 0.02
H -0.2161 -1.5068 -5.8360 0.01 0.01 0.00
C -1.3116 2.4671 -3.2592 -0.07 0.02 -0.09
C -0.5793 -0.1419 -4.2180 -0.03 0.03 -0.12
H 0.0626 -3.8805 1.5108 0.00 0.00 -0.01
N 2.8566 0.0306 1.2863 0.29 -0.16 0.07
C 1.2597 -1.5159 -2.8076 0.03 0.01 0.00
H -2.0848 4.4539 -3.4821 0.02 0.01 -0.01
H 2.3744 3.5748 -1.8867 0.09 -0.01 -0.03
H -0.6636 -1.4087 5.3212 0.00 -0.01 -0.01
C -3.0899 1.1044 -0.9711 -0.02 0.11 0.11
C -0.8749 -3.6248 1.0515 -0.02 0.05 0.08
C 0.8743 -4.4677 -1.7152 0.07 0.02 -0.03
H 0.2502 -6.0699 -0.3780 -0.02 0.00 0.00
H 0.1610 -6.4688 -2.0970 0.00 0.00 0.00
C -1.4539 3.8045 -2.8885 -0.03 0.00 -0.01
C -0.1728 -1.2937 4.3698 0.02 0.05 0.01
N 0.4074 2.5060 2.3543 -0.07 0.17 0.04
C -2.3569 -2.4096 0.0159 -0.02 0.02 0.00
N 1.3611 -1.2724 2.7951 0.10 -0.17 0.11
C -4.9966 -0.2459 -1.5570 0.02 0.00 0.02
H -2.2694 0.0174 2.0040 0.02 0.02 0.01
N 2.5469 -2.4389 0.8960 0.06 0.14 -0.02
H -3.5324 1.0412 3.8381 0.00 -0.01 0.00
C -2.1629 -0.4162 2.9982 -0.03 0.00 0.02
N 0.5908 -0.5550 -2.1691 -0.03 -0.14 0.02
C 2.9738 1.1691 -3.1328 0.01 -0.05 0.00
H 4.3418 0.7753 2.5809 0.04 -0.06 -0.03
H -2.2469 -5.3376 1.3797 0.00 0.01 -0.01
H 3.4575 1.6264 -3.9962 0.01 -0.01 0.00
H 1.9122 1.3796 -3.2091 0.02 0.00 -0.03
N -2.1316 0.3339 -6.0780 0.00 0.04 0.03
H 4.2311 -3.5652 1.4247 -0.01 0.00 0.00
H -4.1302 -1.3197 2.8748 0.00 0.00 0.00
C -4.3421 -1.3731 -1.0962 -0.04 0.00 -0.04
C 1.0623 2.5642 3.6509 0.00 -0.07 -0.03
C -0.2071 0.2510 -2.9323 -0.06 0.00 0.07
C 1.4926 3.9673 4.0619 0.01 0.00 0.00
O -1.1365 0.0531 -0.1056 -0.53 0.35 -0.23
C -0.7366 -0.8403 3.1816 -0.10 0.02 -0.02
H -3.8920 -3.8340 0.1654 -0.01 0.01 0.01
H -1.2131 5.5261 2.6761 0.00 0.01 0.01
N 2.4615 0.2564 -0.0130 -0.27 -0.17 0.24
C 1.0638 -1.8588 -4.1403 -0.02 -0.01 0.02
H -2.5780 0.1840 5.0417 -0.01 0.00 0.00
H 0.4000 5.3037 1.9660 0.01 0.00 0.00
H 0.3772 2.1584 4.4040 0.01 0.00 0.01
C 0.0553 3.3603 -1.1074 -0.09 -0.02 0.06
H 1.8995 4.0006 5.0712 -0.02 0.01 0.01
H -4.8441 -2.3312 -1.1481 0.00 0.01 -0.01
C 3.4287 3.2962 -1.9084 -0.05 0.03 -0.04
C -2.5432 0.6333 4.0483 -0.01 0.02 0.01
C -0.7546 4.2641 -1.7971 0.02 -0.02 0.01
H -0.3977 4.5601 4.6988 0.00 0.02 0.02
C -2.0122 -4.3576 1.0019 -0.02 0.01 0.00
H 3.8548 3.6907 -2.8304 0.01 0.00 0.00
N 1.5158 -2.5590 -0.0059 0.33 -0.25 0.10
C 3.3628 -3.4830 0.7911 0.01 -0.04 0.04
H 1.9941 -2.0441 -2.2235 0.00 -0.03 0.02
C -4.3736 0.9962 -1.4781 0.00 -0.02 0.00
H -5.9956 -0.3299 -1.9615 0.01 0.00 0.00
H 3.5656 -1.5908 2.7026 0.00 0.01 -0.01
C -2.4243 -0.0380 -0.5538 0.10 0.05 0.02
H 0.5522 5.8263 4.2821 0.01 0.01 -0.01
H 3.1493 0.0981 -3.1976 -0.01 -0.04 0.00
H -0.6677 -4.1776 -3.1870 0.00 -0.05 0.00
H -1.1057 3.4437 1.2524 -0.02 -0.01 0.01
H -1.2853 -4.5140 -1.5849 -0.02 0.05 0.05
C 0.0569 -1.2300 -4.8254 -0.04 -0.04 -0.01
N -2.8101 2.5468 -5.2281 0.02 -0.04 0.00
H -4.8899 1.8851 -1.8157 -0.01 -0.01 0.00
C 1.1551 -1.5556 4.0778 -0.09 0.01 -0.01
N 0.1764 2.0821 -1.4167 -0.01 -0.01 -0.02
N -2.9301 -3.5841 0.3326 0.01 -0.04 0.01
C -3.0497 -1.2812 -0.5805 0.03 -0.11 -0.01
H 1.7158 -6.4567 -1.2847 -0.02 -0.01 0.00
C -0.7026 3.4418 2.2634 0.11 0.05 0.02
C -0.5156 -3.9685 -2.1287 0.04 0.01 0.02
C -0.3403 4.8758 2.6422 0.00 0.00 -0.01
H -2.6038 2.0670 -0.8880 0.01 -0.01 0.00
C 4.1533 1.6316 0.5342 0.05 -0.01 -0.03
C 3.8694 0.8450 1.6139 -0.14 0.09 0.04
H 1.5159 -4.4361 -2.6023 0.00 0.09 -0.01
H 4.6607 1.5665 -1.9644 0.01 0.06 0.02
N 0.2128 -0.8365 2.2152 0.49 0.13 -0.21
C 3.5878 1.7707 -1.8834 -0.10 0.09 0.04
B 2.6532 -1.3373 1.9783 -0.02 0.02 -0.03
C -3.1138 -1.6106 3.1438 0.02 -0.01 0.00
H 3.9336 3.7863 -1.0772 0.01 -0.01 0.02
N -1.0897 -2.4121 0.4216 0.16 0.11 -0.24
C 0.7527 -5.9554 -1.3393 0.03 -0.02 -0.07
C 2.8717 -4.3325 -0.1745 0.02 -0.05 0.01
H -0.7923 5.3045 -1.5040 -0.02 -0.01 0.02
C 1.6947 -3.7562 -0.6437 -0.08 0.02 0.09
H -3.1296 -1.9537 4.1795 0.00 0.00 0.00
C 3.2907 1.2144 -0.4967 -0.07 0.07 0.08
H 4.9523 2.3482 0.4472 0.00 -0.01 -0.02
H 1.0726 2.6303 1.5974 0.00 -0.05 0.00
H 1.9587 -1.9188 4.6983 0.00 0.00 -0.01
H 3.3096 -5.2615 -0.4927 -0.01 0.01 0.02
H -1.5075 3.0988 2.9183 -0.02 -0.02 0.02
C -1.9284 1.9303 -4.4541 0.00 0.07 0.09
H 2.2219 4.3845 3.3677 0.01 0.01 0.01
H 1.9417 1.9214 3.6478 0.00 -0.01 -0.01
C -1.5455 0.6661 -4.9376 0.08 -0.08 0.01
N 0.2909 4.8766 4.0113 0.01 -0.03 -0.02
H 0.6647 3.7110 -0.2791 0.00 -0.01 -0.02
H 1.6656 -2.6349 -4.5916 0.00 -0.01 0.01
Ti 0.3774 -0.7870 0.0895 -0.25 -0.31 -0.16
```
Positions in Å, forces in eV/Å.

Output
Highest occupied orbital energy   -15.60 eV
HOMO-LUMO gap   6.8 eV
2S+1   1
Total charge   +3
Max |F|   0.68 eV/A
E_tot   -3783.510177 a.u.

These are the Mulliken partial charges, in e, on atoms 1 to 8: 0.196 0.112 -0.255 -1.206 0.261 0.603 1.162 0.249


No. 3
Here is a single C4H4O3 molecule from OMol25. Energies are from wB97M-V/def2-TZVPD.

```
11
Properties=species:S:1:pos:R:3:forces:R:3
C -1.0102 -0.9737 -0.4914 0.10 -0.34 -0.31
C -0.0990 0.1162 0.0196 0.11 -0.13 -0.18
H 0.0829 -0.6702 2.0928 -0.03 0.13 -0.15
O 1.7531 0.2469 -1.4732 -0.39 0.35 0.19
O -0.6625 -1.7523 -1.3420 -0.29 0.33 0.43
H 1.3317 0.6033 1.6300 -0.16 -0.09 -0.11
H 0.2162 1.5594 -1.6373 0.13 0.00 0.09
C 0.7051 0.7136 -1.1130 0.42 -0.19 -0.12
C 0.3787 0.1237 1.4068 0.16 -0.15 0.12
H -2.0343 -0.9604 -0.0691 0.10 -0.10 0.12
O -0.6617 0.9935 0.9768 -0.14 0.17 -0.07
```
Positions in Å, forces in eV/Å.

Output
Highest occupied orbital energy   -10.08 eV
HOMO-LUMO gap   10.2 eV
2S+1   1
SMILES string   O=CC1(C=O)CO1
Total charge   0
Max |F|   0.62 eV/A
E_tot   -380.458209 a.u.

These are the Mulliken partial charges, in e, on atoms 1 to 8: -0.187 0.990 0.241 -0.422 -0.441 0.229 0.341 -0.235


No. 4
Here is a molecular structure, C16H33NO2P2W in a non-equilibrium geometry from OMol25. Energies are from wB97M-V/def2-TZVPD.

```
55
Properties=species:S:1:pos:R:3:forces:R:3
H -2.1216 -1.0520 -2.9596 -0.49 -0.10 0.17
C 0.0450 3.9524 0.7983 0.05 -0.10 0.31
H 1.6575 1.8706 2.9683 -0.27 -0.32 -0.01
H 1.1314 -3.4680 -1.5124 0.03 -0.07 0.10
O 2.5080 -0.1381 -0.6515 1.53 1.14 0.20
H -1.0641 1.1775 0.1911 1.17 -0.80 0.63
C -0.6411 -3.5349 1.1147 -0.28 0.12 -0.06
O 0.6854 0.3353 1.9440 0.54 0.14 -0.71
H 2.1370 -3.6748 2.4140 -0.06 0.30 -0.08
C 3.6300 0.5021 -0.7099 -3.46 -0.38 0.57
H -1.2090 -3.0407 1.9050 0.12 0.04 0.04
C -2.5570 -0.9741 -0.8447 -1.68 -0.59 0.03
H 1.1249 3.8337 0.8421 0.15 -0.13 -0.11
H -0.3297 3.6974 1.7895 -0.10 -0.17 0.01
H -3.1978 -0.8999 1.2186 -0.29 -0.08 -0.26
H -2.7223 2.2645 0.5759 -0.20 0.39 -0.10
C -4.8055 -1.5478 -0.1148 -0.15 0.16 -0.43
H 1.9065 -4.5124 -0.2950 -0.09 0.23 0.05
H -0.6274 2.6980 -2.8467 -0.10 -0.24 0.02
C -0.1614 3.3441 -2.1065 0.14 -0.04 -0.36
H -3.0590 3.7179 -0.4465 0.63 -0.27 -0.08
C 4.4237 0.6293 0.5418 0.19 0.10 0.60
H 2.7851 1.6184 -2.2202 0.08 0.19 0.07
H 3.6946 0.5411 1.3667 0.33 0.11 -0.24
H 1.4475 -2.1255 2.9992 0.06 -0.19 -0.21
H -0.3989 -4.5492 1.4484 0.19 0.20 -0.10
C 1.7179 -3.4730 -0.5889 -0.05 0.05 -0.31
H -0.1324 5.0383 0.6798 -0.35 -0.66 -0.56
H -1.3076 -3.5995 0.2525 0.10 -0.02 -0.05
H -5.5241 -1.7117 0.7016 0.22 0.11 -0.64
H -4.4505 -1.8598 -3.5613 0.01 0.18 0.60
H 4.2986 2.3338 -1.5358 0.03 -0.22 -0.26
P 0.8249 -2.5501 0.6928 0.33 0.64 0.25
C 1.9164 -2.6313 2.1458 0.07 -0.01 0.17
H -6.1248 -2.1594 -1.7034 -0.03 -0.08 -0.06
H 4.2859 1.0084 -2.7415 0.48 -0.24 0.15
C -3.5427 -1.0834 0.1976 0.88 -0.42 -0.70
H 5.1774 -0.1485 0.7469 -0.17 0.18 -0.48
C 1.0792 0.9521 3.1656 -0.36 0.20 0.35
C -2.9213 -1.1733 -2.2190 0.69 -0.27 0.83
N -1.2836 -0.7787 -0.5133 3.41 2.63 0.11
H 1.7069 0.2671 3.7611 -0.26 0.14 -0.37
H -2.8176 2.0557 -1.1420 0.02 0.34 0.01
H 4.9213 1.6196 0.5715 -0.17 -0.68 -0.01
H 0.9096 3.2345 -2.2315 0.26 -0.09 0.10
C -2.4945 2.7738 -0.3728 0.41 -0.53 0.29
C -4.1862 -1.6286 -2.5203 -0.70 0.05 0.50
H 2.8574 -2.1105 1.9226 -0.21 -0.16 0.01
C -5.1304 -1.8105 -1.4688 0.68 0.19 0.08
H -0.3938 4.3713 -2.4286 -0.27 -0.18 0.76
P -0.6336 2.7617 -0.4347 -0.31 0.75 -0.50
H 2.6716 -2.9817 -0.8061 -0.13 -0.06 0.12
C 3.7970 1.4165 -1.8601 -0.17 0.21 -0.34
H 0.1876 1.2033 3.7651 0.35 -0.06 -0.27
W 0.3098 -0.0008 0.1155 -2.84 -1.65 0.19
```
Positions in Å, forces in eV/Å.

Output
Highest occupied orbital energy (spin up / spin down)   -13.34 / -13.52 eV
HOMO-LUMO gap (spin up / spin down)   6.6 / 6.6 eV
2S+1   1
Total charge   +2
Max |F|   4.31 eV/A
E_tot   -1583.860145 a.u.

These are the Mulliken partial charges, in e, on atoms 1 to 8: 0.442 -1.094 0.290 0.342 -0.756 0.004 -1.189 -0.483